Computed, not measured: a cluster of 3 separate species, C20H25ClO5S in total at a distorted geometry, with ωB97M-V/def2-TZVPD.

The net charge is 0. The SMILES is C=CCOC(=O)OCCCCS(=O)(=O)Cl.c1ccccc1.c1ccccc1. The value obtained for the gap between HOMO and LUMO is 0.36963 Ha.

Last column: natural (NBO) charge in e.
Geometry (Å):
1 C -0.33086 -0.14452 1.92132  -0.387
2 C 0.40254 -0.58040 0.90364  -0.200
3 C -0.14272 -0.57253 -0.50054  -0.110
4 O -1.56775 -0.53558 -0.52929  -0.515
5 C -2.13855 -1.75078 -0.68006  0.986
6 O -1.69952 -2.76498 -0.18397  -0.629
7 O -3.23519 -1.61858 -1.41368  -0.486
8 C -4.18772 -2.67041 -1.27215  -0.080
9 C -5.24635 -2.40846 -0.18945  -0.435
10 C -4.74724 -1.68322 1.05617  -0.414
11 C -4.49034 -0.17238 0.93768  -0.671
12 S -5.70892 0.67611 -0.04320  2.126
13 O -7.02231 0.21535 0.25659  -0.907
14 O -5.29335 0.70125 -1.40121  -0.894
15 Cl -5.57584 2.59728 0.68167  -0.239
16 H -1.39241 0.01399 1.84366  0.188
17 H 0.10191 0.02390 2.89234  0.204
18 H 1.40462 -0.93713 1.05969  0.212
19 H 0.27814 -1.36011 -1.11562  0.199
20 H 0.17978 0.37655 -0.91696  0.209
21 H -3.72503 -3.63485 -1.10556  0.205
22 H -4.69823 -2.74094 -2.22334  0.201
23 H -5.58301 -3.39041 0.12860  0.224
24 H -6.10951 -1.93061 -0.63290  0.226
25 H -5.51278 -1.79818 1.81664  0.229
26 H -3.86386 -2.16141 1.46380  0.237
27 H -4.51982 0.26066 1.93167  0.253
28 H -3.51929 0.07495 0.52826  0.267
29 C 1.46772 2.74446 -4.16487  -0.209
30 C 1.45947 1.61703 -3.35618  -0.236
31 C 2.55817 1.32708 -2.55797  -0.166
32 C 3.66091 2.16968 -2.56267  -0.221
33 C 3.66747 3.29855 -3.36941  -0.216
34 C 2.57262 3.58407 -4.17295  -0.209
35 H 0.61242 2.96894 -4.78864  0.216
36 H 0.59543 0.96429 -3.34870  0.212
37 H 2.55518 0.44427 -1.93017  0.194
38 H 4.51599 1.94618 -1.93732  0.209
39 H 4.52695 3.95624 -3.37215  0.213
40 H 2.57988 4.46231 -4.80525  0.214
41 C 4.22221 -1.22260 2.26560  -0.227
42 C 4.54640 -1.31943 3.61159  -0.216
43 C 5.09174 -0.22870 4.27407  -0.211
44 C 5.30584 0.96165 3.59294  -0.211
45 C 4.97906 1.05975 2.24791  -0.232
46 C 4.44157 -0.03384 1.58461  -0.163
47 H 3.79992 -2.07460 1.74757  0.210
48 H 4.37436 -2.24570 4.14430  0.214
49 H 5.34952 -0.30603 5.32231  0.214
50 H 5.72703 1.81328 4.11117  0.214
51 H 5.14334 1.98840 1.71676  0.213
52 H 4.19039 0.04018 0.53365  0.197